1.
# C28H46AlAsN3OSSbSi2

C28H46AlAsN3OSSbSi2 as an isolated structure (ωB97M-V/def2-TZVPD, OMol25).

Geometry as XYZ:
```
84
Properties=species:S:1:pos:R:3:forces:R:3
Al 0.024841 0.327523 -0.612711 -0.113 0.339 -0.375
C 3.011400 -0.738759 -0.014154 -0.056 -0.011 -0.224
C 2.896862 -0.314388 -1.442702 -0.098 0.033 0.058
C 3.916766 -0.584020 -2.347750 0.059 0.033 -0.127
C 3.769419 -0.240380 -3.678025 -0.020 -0.039 0.135
C 2.597935 0.394760 -4.069415 -0.009 0.018 0.000
C 1.622661 0.662330 -3.125358 -0.192 0.320 -0.148
N 1.764775 0.305333 -1.834196 -0.047 -0.341 0.224
Sb -0.064708 1.865890 -3.799036 -0.030 -0.222 0.327
C -1.653786 0.575977 -3.111229 0.123 0.163 -0.390
C -2.533149 0.149528 -4.090137 0.030 0.000 0.051
C -3.712603 -0.477943 -3.713546 -0.038 0.013 0.149
C -3.961025 -0.628428 -2.364734 0.029 0.048 -0.183
C -3.036142 -0.185261 -1.420218 -0.057 0.041 0.195
C -3.344509 -0.346170 0.030856 -0.010 -0.071 -0.040
N -1.877071 0.399021 -1.794254 0.397 0.035 0.263
C -0.097708 2.989526 -1.959502 0.050 -0.074 -0.244
C -0.369759 4.336403 -2.070753 -0.028 0.041 -0.061
C -0.123089 5.172134 -0.989130 0.047 -0.090 0.088
C 0.498200 4.626880 0.114750 -0.014 0.096 -0.110
C 0.766207 3.262925 0.175106 0.018 -0.171 -0.154
C 1.600152 2.729659 1.291339 -0.132 -0.062 -0.028
N 0.377347 2.425716 -0.823759 -0.264 0.270 0.369
H 4.052558 -0.768022 0.301613 -0.007 0.020 0.032
H 2.451593 -0.065117 0.632178 0.043 0.040 0.115
H 2.590095 -1.737551 0.118255 0.026 0.062 -0.070
H 4.819886 -1.065693 -1.998108 -0.009 0.010 0.025
H 4.554842 -0.448222 -4.392720 -0.006 -0.005 -0.007
H 2.449956 0.688766 -5.100690 0.017 0.038 0.013
H -2.308036 0.329354 -5.133734 -0.031 0.011 0.002
H -4.434821 -0.801136 -4.451793 0.026 -0.047 0.001
H -4.882136 -1.077905 -2.021633 0.003 0.015 0.029
H -4.377355 -0.655427 0.172129 -0.021 -0.001 -0.036
H -2.687369 -1.095565 0.474848 -0.099 -0.002 0.044
H -3.181761 0.584907 0.572967 -0.037 -0.189 -0.073
H -0.749237 4.734094 -3.003124 0.012 0.023 0.009
H -0.349868 6.228796 -1.033916 -0.006 0.003 -0.010
H 0.809521 5.257805 0.935810 -0.008 -0.035 0.026
H 1.795160 3.507160 2.026375 0.019 -0.027 -0.001
H 1.122171 1.879313 1.776152 0.068 -0.008 0.036
H 2.557445 2.397205 0.884626 0.042 -0.028 0.020
C 0.296264 -1.460532 4.732627 0.035 0.205 -0.233
Si 1.245415 -0.946536 3.186322 0.092 -0.403 0.177
C 2.011162 -2.542748 2.489012 -0.067 0.215 0.090
C 2.595787 0.288510 3.646034 -0.266 -0.061 -0.165
As -0.490812 -0.291664 1.691703 0.347 0.234 0.232
Si -1.564095 1.409670 2.984199 -0.274 0.174 0.128
C -2.929606 0.465976 3.874533 0.184 0.087 -0.119
C -2.287246 2.727060 1.831852 0.097 -0.222 0.058
C -0.508538 2.292614 4.276029 0.027 -0.180 -0.245
H 0.960338 -2.010208 5.403189 0.050 0.009 -0.023
H -0.535098 -2.118137 4.471295 0.017 -0.017 0.001
H -0.105259 -0.615037 5.291362 -0.021 -0.002 0.007
H 2.025905 -3.299826 3.275211 -0.013 0.012 0.022
H 3.039665 -2.414486 2.148434 -0.040 -0.001 0.028
H 1.410870 -2.938517 1.666635 0.024 -0.028 0.010
H 3.254582 -0.178474 4.382036 -0.007 -0.041 -0.002
H 2.170788 1.181552 4.107061 0.023 0.000 -0.010
H 3.213417 0.600919 2.801894 -0.007 -0.022 0.006
H -3.671163 0.060613 3.183417 0.029 0.002 -0.026
H -3.451574 1.110582 4.585377 0.019 0.051 -0.026
H -2.509935 -0.370964 4.436362 -0.008 0.006 -0.013
H -2.641240 2.307289 0.886713 0.037 0.222 0.058
H -1.545488 3.492094 1.602451 0.019 0.010 -0.005
H -3.130088 3.228054 2.312562 -0.015 -0.027 0.031
H -0.046244 1.596377 4.975414 0.002 0.006 0.021
H -1.152301 2.954874 4.859941 -0.068 -0.011 -0.040
H 0.280723 2.906731 3.838490 -0.034 -0.028 0.007
C -1.311339 -3.930559 0.336988 0.022 0.038 0.010
C -0.285542 -4.006090 -0.784997 -0.246 0.176 0.027
S -0.562663 -2.670553 -1.971425 0.405 -0.072 0.195
O -0.033396 -1.424021 -1.237906 0.168 -0.686 -0.057
C 0.733043 -3.061144 -3.192193 -0.276 0.206 -0.138
C 0.337403 -2.500300 -4.554003 0.031 -0.015 0.088
H -1.205383 -4.796737 0.989033 0.036 -0.008 -0.022
H -2.327209 -3.936987 -0.060836 -0.003 -0.010 0.017
H -1.165639 -3.032993 0.940786 -0.034 -0.007 -0.032
H -0.382383 -4.928975 -1.359655 0.024 0.009 -0.046
H 0.736893 -3.901442 -0.419187 0.064 -0.025 -0.100
H 0.837310 -4.144871 -3.227843 -0.032 -0.027 0.082
H 1.657980 -2.620070 -2.817479 -0.018 -0.038 0.129
H -0.579497 -2.964821 -4.915470 0.000 0.020 -0.014
H 1.124188 -2.695239 -5.281750 0.012 0.007 0.019
H 0.184353 -1.422025 -4.494931 -0.012 -0.007 -0.052
```
Forces are in eV/Å.

Computed properties:
- Highest occupied orbital energy: -12.49 eV
- Total charge: +2
- Relative energy (zero: lowest compared OMol25 entry of this formula, charge and spin): 0.00 kcal per mole
- Gap between HOMO and LUMO: 0.249 Ha

---

2.
# C28H46BrNOP2Pd

C28H46BrNOP2Pd as an isolated structure in a non-equilibrium geometry (ωB97M-V/def2-TZVPD, OMol25).

Geometry as XYZ:
```
80
Properties=species:S:1:pos:R:3:forces:R:3
N -6.723604 4.932520 -4.567078 -0.276 -0.115 -0.747
C -6.497410 5.396810 -3.349345 0.348 -0.638 0.123
C -5.601866 4.758287 -2.487736 0.572 -0.132 -0.612
C -4.833796 3.647147 -2.926000 -1.318 0.087 -0.399
C -5.144432 3.158769 -4.214796 0.143 0.765 0.049
C -6.081852 3.841125 -5.000440 0.265 -0.009 0.897
C -3.837700 3.043164 -2.031674 0.812 -0.607 -0.204
Pd -0.383791 -0.100189 -0.781755 0.557 1.126 0.567
P 4.720694 -0.861365 0.399337 -2.835 0.388 0.049
C -2.784290 2.226103 -2.382310 -2.453 0.589 -0.768
C -1.665076 2.026864 -1.546046 1.269 -0.718 0.150
C -0.407210 1.553926 -2.121601 -0.140 1.957 0.075
C 0.796542 2.088305 -1.549196 -0.343 1.464 0.665
C 0.689719 2.972264 -0.417148 -0.241 -2.658 -0.862
C -0.443544 2.771299 0.405229 -0.982 0.036 -0.311
C -1.667950 2.390001 -0.186490 1.543 0.401 0.852
Br 1.928414 4.288291 -0.020117 0.561 -0.126 0.250
H -3.961140 3.352541 -0.982001 0.384 0.053 -0.543
H -2.686568 1.812179 -3.388474 -0.200 0.435 0.093
H -5.437520 5.233654 -1.544266 0.193 -0.098 0.639
H -4.614296 2.325391 -4.650405 -0.020 -0.192 0.079
H -7.048509 6.296805 -3.044920 0.285 -0.446 -0.100
H -6.321108 3.484372 -6.002097 0.029 0.158 0.216
H -0.334307 1.185068 -3.156287 -0.318 0.218 0.512
H -2.568438 2.560151 0.418062 0.352 -0.432 -0.476
H 1.758124 1.962403 -2.066407 -0.546 0.238 0.143
H -0.424500 2.942271 1.485025 0.046 0.564 -0.468
P -0.407479 -2.130306 -0.010348 -0.351 -1.780 0.687
C 4.171284 0.859209 0.725702 0.901 0.193 0.450
C 5.280262 1.855342 0.371674 0.132 0.275 -0.045
H 3.958754 0.920414 1.802208 -0.034 -0.087 -0.236
H 3.247815 1.066228 0.165023 0.125 -0.347 0.044
H 4.984064 2.865063 0.681468 0.113 -0.255 -0.158
H 6.210252 1.590390 0.894332 -0.235 0.197 -0.172
H 5.475792 1.861839 -0.708042 0.011 0.076 0.237
C 4.011227 -1.340891 -1.218677 0.871 0.085 -0.373
C 4.970024 -2.282538 -1.974773 0.024 -0.178 -0.226
H 3.850860 -0.410541 -1.787594 0.082 -0.267 0.219
H 3.032584 -1.810099 -1.025275 0.431 0.278 0.125
H 4.655022 -2.372461 -3.022253 0.091 -0.061 0.309
H 6.000596 -1.894458 -1.966335 -0.383 -0.113 -0.077
H 4.985753 -3.286922 -1.527944 -0.011 0.287 -0.138
C 3.877472 -1.884423 1.666033 0.591 -0.675 0.019
C 4.742470 -2.057193 2.924429 -0.041 0.013 0.212
H 3.658982 -2.861819 1.198647 0.177 0.341 0.164
H 2.910346 -1.401808 1.889214 0.305 0.072 -0.223
H 4.322902 -2.827536 3.575188 0.052 0.068 -0.120
H 5.764760 -2.345166 2.662886 -0.174 -0.072 0.092
H 4.796972 -1.137871 3.514073 -0.005 -0.035 -0.136
C -0.237056 -3.284255 1.414900 0.450 0.466 0.546
C -1.305756 -4.385017 1.512816 -0.088 -0.049 0.045
H -0.205738 -2.665804 2.326020 -0.009 -0.395 -0.109
H 0.749667 -3.760451 1.285187 -0.189 0.306 0.145
H -2.220636 -4.006945 1.983096 0.205 -0.126 -0.175
H -1.570581 -4.813809 0.537344 0.138 0.081 0.220
H -0.932337 -5.212517 2.128798 -0.070 0.263 -0.096
C 0.483901 -3.056118 -1.287824 -0.026 -0.190 0.293
C -0.072971 -2.719382 -2.652588 0.229 -0.257 -0.656
H 0.415883 -4.114976 -1.020866 0.060 -0.031 -0.377
H 1.542494 -2.761841 -1.215541 -0.385 -0.253 0.001
H -1.045227 -3.190494 -2.824215 0.157 0.112 0.011
H -0.190717 -1.633078 -2.778584 0.017 -0.124 -0.061
H 0.620964 -3.065004 -3.423630 -0.238 0.055 -0.077
C -2.199067 -2.177299 -0.364936 0.635 -0.134 -0.081
C -2.909116 -1.450938 0.762685 -0.674 0.505 0.449
H -2.491856 -3.216813 -0.457381 -0.391 -0.036 -0.320
H -2.332963 -1.648801 -1.316727 -0.264 -0.285 -0.026
H -3.770485 -0.909820 0.361460 -0.025 -0.145 0.151
H -3.268386 -2.116865 1.552382 0.045 0.023 -0.230
H -2.286760 -0.701817 1.268286 0.002 -0.112 -0.110
C 0.308861 1.244710 4.887114 -0.343 0.189 -0.499
C -0.513360 0.093202 4.320325 0.023 0.059 1.701
C -0.464384 -1.140514 5.218406 -0.299 -0.031 -0.639
O -1.173440 0.153087 3.309385 0.352 0.026 -0.182
H -0.026133 1.518045 5.902913 0.127 -0.344 -0.372
H 0.141916 2.115712 4.246199 0.441 -0.058 0.092
H 1.367646 0.932804 4.946915 -0.406 0.336 -0.044
H -1.213560 -1.847607 4.840455 0.425 -0.103 0.168
H 0.569910 -1.526812 5.142511 -0.525 -0.129 0.234
H -0.696028 -0.913171 6.274418 0.269 0.056 -0.530
```
Forces are in eV/Å.

Computed properties:
- Highest occupied orbital energy (alpha / beta): -12.73 / -12.74 eV
- Total charge: +2
- Relative energy (zero: lowest compared OMol25 entry of this formula, charge and spin): 16.25 kcal per mole
- 2S+1: 3
- Gap between HOMO and LUMO (alpha / beta): 0.261 / 0.130 Ha
- ⟨S²⟩: 2.008

---

3.
# C28H46BrNOP2Pt

C28H46BrNOP2Pt as an isolated structure in a non-equilibrium geometry (ωB97M-V/def2-TZVPD, OMol25).

Geometry as XYZ:
```
80
Properties=species:S:1:pos:R:3:forces:R:3
N 6.359594 -3.040356 2.795079 -3.617 1.830 -1.541
C 5.252415 -3.079567 3.522042 0.594 -0.824 1.662
C 4.061097 -2.468331 3.110285 0.017 0.661 -1.055
C 3.993081 -1.816563 1.830291 2.347 -0.776 0.535
C 5.196439 -1.846698 1.065362 -0.718 -0.281 0.961
C 6.343044 -2.442534 1.613406 1.745 -0.254 -0.683
C 2.737910 -1.264844 1.348062 -0.798 0.230 -0.500
Pt 0.994949 -0.102285 -0.618079 -1.485 -1.001 -0.014
P -1.041513 -0.566946 -1.713904 -2.644 0.637 -2.286
C 2.184807 -1.597352 0.095133 -0.295 -3.087 0.516
C 0.762282 -2.192416 0.022325 0.973 0.590 -0.010
C 0.435583 -3.131459 -1.034656 1.335 -0.157 -0.433
C -0.768489 -3.718926 -1.090879 0.198 -0.788 0.273
C -1.913279 -3.159579 -0.281719 1.436 0.516 -0.530
C -1.441125 -2.584534 1.011848 -1.089 -0.361 0.253
C -0.168127 -2.089782 1.148231 1.192 0.600 0.035
Br -3.677666 -1.189796 0.984135 -0.800 0.935 0.928
H 2.148829 -0.665210 2.039659 -0.174 -0.533 0.313
H 2.836026 -1.972014 -0.711121 -0.086 -0.143 0.579
H 3.196835 -2.544357 3.776202 0.388 0.015 -0.176
H 5.275310 -1.391579 0.079340 0.147 -0.092 0.273
H 5.325239 -3.598048 4.482255 -0.188 0.068 -0.111
H 7.285834 -2.431517 1.072800 0.034 0.063 -0.145
H 1.246375 -3.352604 -1.758988 -0.674 -0.135 0.524
H 0.217704 -1.697886 2.088913 -0.527 0.078 -0.071
H -0.964963 -4.563103 -1.760292 0.063 0.461 0.084
H -2.107123 -2.665950 1.870960 0.841 -0.607 0.174
P 1.131679 2.068647 -0.680271 -1.199 4.235 -0.379
C -2.333725 -2.007205 -1.285562 0.376 -0.359 0.965
C -2.961603 -2.703128 -2.459157 -0.403 -0.041 -0.796
H -3.138804 -1.361212 -0.784118 0.309 -0.128 -0.451
H -2.682731 -3.922933 -0.133886 -0.201 0.512 -0.087
H -3.490005 -3.628551 -2.140526 0.318 0.632 -0.127
H -3.701570 -2.044846 -2.928200 0.268 -0.352 -0.174
H -2.164324 -2.998031 -3.162273 -0.597 0.102 -0.059
C -0.864657 -0.660662 -3.598032 1.181 -0.654 0.443
C -2.005334 -0.356325 -4.574819 -0.500 -0.107 -0.045
H -0.497919 -1.681980 -3.772424 0.129 0.246 -0.176
H -0.025560 0.015782 -3.806785 0.020 -0.151 0.081
H -1.656154 -0.580787 -5.590267 0.164 -0.040 0.276
H -2.872018 -1.000120 -4.401443 0.200 0.252 -0.185
H -2.341888 0.684122 -4.603930 0.269 -0.170 0.189
C -2.157858 0.915862 -1.671308 0.724 -0.049 0.594
C -3.591944 0.957305 -2.171427 -0.344 -0.090 -0.402
H -1.572523 1.644253 -2.245188 0.004 -0.199 0.162
H -2.158208 1.206762 -0.625635 -0.012 0.359 0.052
H -3.862455 2.018532 -2.281074 0.054 -0.277 0.189
H -3.740083 0.525639 -3.163676 -0.114 -0.066 0.482
H -4.273994 0.529856 -1.439462 -0.168 -0.093 -0.147
C -0.398744 3.017743 -0.269018 -0.150 -0.783 -0.086
C -0.312202 4.445188 0.236745 0.311 0.467 0.209
H -0.938104 2.384149 0.440730 -0.124 0.184 0.041
H -0.952996 3.018367 -1.206059 -0.023 0.119 0.197
H -0.061031 4.541939 1.299688 0.058 -0.202 -0.260
H 0.388864 5.059585 -0.340244 -0.194 -0.054 0.074
H -1.311440 4.874125 0.117752 0.195 0.092 0.001
C 1.598824 2.850086 -2.269640 0.236 -0.191 0.075
C 2.838936 2.287709 -2.951566 0.269 0.077 -0.143
H 1.731732 3.920367 -2.064032 -0.199 -0.119 -0.015
H 0.719896 2.739912 -2.929918 0.181 0.061 0.346
H 3.765057 2.657215 -2.506291 -0.113 0.017 0.023
H 2.867060 1.197955 -2.903541 -0.038 -0.124 -0.168
H 2.842536 2.593514 -4.002486 0.080 -0.133 0.182
C 2.186749 2.572609 0.726347 0.395 -0.539 -0.291
C 1.643533 2.199040 2.107807 0.015 -0.240 0.548
H 2.251634 3.661922 0.620441 0.177 -0.115 -0.194
H 3.167024 2.128016 0.555755 0.230 0.326 0.081
H 2.436448 1.713860 2.680613 -0.028 0.041 0.040
H 1.369889 3.082746 2.693523 -0.038 -0.148 -0.245
H 0.780012 1.520501 2.124939 -0.005 0.180 -0.135
C -3.424102 0.020357 4.511508 0.399 -0.410 -0.542
C -2.381695 0.860283 3.816053 0.175 0.249 -0.022
C -2.751060 2.326467 3.695514 0.458 -0.134 0.092
O -1.323721 0.415060 3.362733 -0.959 0.111 0.067
H -3.465933 0.280870 5.574997 -0.101 -0.006 -0.179
H -3.179262 -1.033713 4.398525 0.051 -0.126 0.231
H -4.408133 0.192077 4.057586 0.087 0.214 0.261
H -1.827188 2.915101 3.729731 -0.266 0.021 -0.089
H -3.238479 2.470989 2.713402 0.044 0.050 0.450
H -3.423493 2.639217 4.511181 0.186 -0.088 -0.508
```
Forces are in eV/Å.

Computed properties:
- Highest occupied orbital energy (alpha / beta): -18.93 / -18.89 eV
- Total charge: +4
- Relative energy (zero: lowest compared OMol25 entry of this formula, charge and spin): 27.74 kcal per mole
- 2S+1: 5
- Gap between HOMO and LUMO (alpha / beta): 0.178 / 0.119 Ha
- ⟨S²⟩: 6.078